No. 1
# C45H80F4NO17P

7 unconnected molecules or ions with the total composition C45H80F4NO17P in a non-equilibrium geometry (ωB97M-V with the def2-TZVPD basis set, the OMol25 dataset).

Computed properties:
Orbital gap, eV: 7.059
DFT total energy, hartree: -3836.9312
E_LUMO, eV: -0.78
SMILES: CP(C)c1cc2c(c(C[C@@H](O)CN)c1C(F)(F)F)C(=O)c1c(ccc(COO)c1F)C2=O.COCCOC.COCCOC.COCCOC.COCCOC.COCCOC.COCCOC

```
! wB97M-V def2-TZVPD RIJCOSX def2/J DEFGRID3
* xyz 0 1
C -0.5393 -3.0132 0.8338
P -1.7977 -1.9279 0.0133
C -2.7313 -0.9841 1.3060
C -0.7677 -0.7045 -0.9570
C -0.3765 0.4646 -0.2895
C 0.4029 1.4070 -0.9404
C 0.8234 1.1764 -2.2604
C 0.4123 0.0272 -2.9360
C 0.8243 -0.1452 -4.3877
C -0.3513 0.2406 -5.3297
O -1.5765 0.1674 -4.6186
C -0.1348 1.6943 -5.8878
N -1.0217 2.6633 -5.2218
C -0.3929 -0.9202 -2.2984
C -0.9095 -2.1927 -2.9623
F -2.2420 -2.2342 -2.9599
F -0.5536 -2.3914 -4.2342
F -0.4473 -3.2682 -2.2971
C 1.7051 2.2321 -2.8461
O 2.7221 2.0476 -3.4680
C 1.2676 3.6344 -2.5226
C 0.8355 3.8761 -1.2208
C 0.4290 5.1599 -0.8842
C 0.4850 6.1659 -1.8327
C 0.9417 5.9565 -3.1346
C 0.9867 7.1442 -4.0764
O 1.6195 6.9141 -5.3056
O 0.6012 6.3632 -6.1562
C 1.3185 4.6582 -3.4525
F 1.7432 4.3486 -4.6826
C 0.8173 2.7098 -0.2664
O 1.0988 2.8118 0.9133
H 0.3086 -3.1808 0.1700
H -0.1432 -2.5866 1.7600
H -0.9721 -3.9958 1.0242
H -2.5489 -1.3797 2.3060
H -3.8028 -1.0517 1.1249
H -2.4837 0.0792 1.3483
H -0.6526 0.6644 0.7359
H 1.1397 -1.1713 -4.5539
H 1.6690 0.4731 -4.6689
H -0.4343 -0.4398 -6.1809
H -2.2933 -0.0628 -5.2123
H 0.8765 2.0499 -5.6888
H -0.2666 1.7133 -6.9764
H -0.6176 3.5868 -5.3389
H -1.9222 2.7018 -5.6814
H 0.0623 5.3803 0.1045
H 0.1797 7.1722 -1.5666
H -0.0177 7.5322 -4.2713
H 1.5577 7.9474 -3.6060
H 1.1229 5.9861 -6.8750
C -0.2151 -1.4244 4.0899
O -0.0528 -0.4095 3.1182
C 0.0041 0.9043 3.6573
C 1.4232 1.3852 3.8641
O 2.1496 0.6309 4.8221
C 2.9271 -0.4079 4.2504
H 0.1042 -2.3603 3.6502
H 0.3775 -1.2368 4.9883
H -1.2654 -1.5058 4.3653
H -0.5816 0.9774 4.5822
H -0.4626 1.5652 2.9179
H 1.3813 2.4098 4.2466
H 1.9537 1.4054 2.9071
H 3.8798 -0.0086 3.8860
H 2.4133 -0.9055 3.4261
H 3.1277 -1.1408 5.0311
C 4.9966 -5.1058 3.9852
O 4.4317 -6.1533 3.2143
C 3.0434 -6.3344 3.4377
C 2.1772 -5.6029 2.4287
O 2.3422 -4.1945 2.4738
C 3.2857 -3.7098 1.5318
H 5.9218 -4.7976 3.5001
H 4.3326 -4.2427 4.0561
H 5.2282 -5.4636 4.9942
H 2.7807 -6.0369 4.4583
H 2.8444 -7.4058 3.3413
H 1.1297 -5.8057 2.6715
H 2.3631 -5.9749 1.4159
H 2.8142 -3.5954 0.5494
H 4.1497 -4.3689 1.4362
H 3.6256 -2.7331 1.8742
C -4.7400 0.9377 8.8084
O -4.4660 -0.3120 8.1963
C -4.4953 -0.2662 6.7801
C -3.1230 -0.0654 6.1637
O -2.5239 1.1600 6.5199
C -1.6633 1.0608 7.6457
H -4.3416 0.9061 9.8215
H -4.2761 1.7687 8.2743
H -5.8214 1.1033 8.8582
H -5.1886 0.5094 6.4382
H -4.8812 -1.2317 6.4399
H -3.2373 -0.0521 5.0743
H -2.4572 -0.8950 6.4222
H -0.6759 0.7016 7.3354
H -2.0609 0.3928 8.4108
H -1.5577 2.0583 8.0708
C -2.7368 3.6085 4.7667
O -3.3717 4.5143 3.8660
C -3.1683 5.8571 4.2405
C -1.9555 6.4743 3.5635
O -0.7542 5.8397 3.9543
C -0.3792 4.7810 3.0752
H -2.6071 2.6572 4.2540
H -1.7566 3.9710 5.0814
H -3.3589 3.4492 5.6506
H -3.0879 5.9465 5.3290
H -4.0580 6.4102 3.9242
H -1.8810 7.5188 3.8809
H -2.0654 6.4630 2.4734
H 0.1500 5.1773 2.2104
H -1.2385 4.1974 2.7384
H 0.2944 4.1200 3.6182
C -4.4789 -8.5110 -1.1784
O -4.1594 -7.6829 -2.2830
C -4.0160 -6.3125 -1.9394
C -2.5780 -5.9081 -1.6771
O -2.0082 -6.5932 -0.5684
C -1.2784 -7.7512 -0.9347
H -4.2069 -9.5332 -1.4389
H -3.9365 -8.2221 -0.2766
H -5.5550 -8.4720 -0.9766
H -4.6476 -6.0695 -1.0787
H -4.3791 -5.7335 -2.7934
H -2.5650 -4.8443 -1.4285
H -1.9616 -6.0507 -2.5705
H -0.2650 -7.4761 -1.2478
H -1.7603 -8.3052 -1.7417
H -1.2138 -8.3953 -0.0580
C 2.4948 0.7599 -8.6189
O 2.8826 1.9265 -7.9156
C 3.8552 1.6583 -6.9164
C 5.2792 1.8986 -7.3776
O 5.6664 1.0503 -8.4482
C 5.4937 1.6388 -9.7256
H 2.0357 1.0616 -9.5599
H 3.3306 0.0940 -8.8390
H 1.7571 0.2103 -8.0208
H 3.7363 0.6368 -6.5390
H 3.6381 2.3431 -6.0905
H 5.9470 1.6759 -6.5411
H 5.4249 2.9483 -7.6528
H 6.3480 2.2813 -9.9649
H 4.5775 2.2287 -9.7884
H 5.4426 0.8341 -10.4581
*
```

These are the Mulliken partial charges, in e, on atoms 1 to 5: -0.40, 0.25, -1.04, 0.72, 0.03

***

No. 2
# C18H38CuN7O2Si2

A molecular structure, C18H38CuN7O2Si2 (ωB97M-V with the def2-TZVPD basis set, the OMol25 dataset).

Computed properties:
Orbital gap (spin up / spin down), eV: 6.446 / 6.798
Energy above the lowest of the compared OMol25 structures with the same formula, charge and spin, kJ/mol: 75.5
DFT total energy, hartree: -3462.0844
E_LUMO (spin up / spin down), eV: 2.65 / 2.65
⟨S²⟩: 0.754

```
! wB97M-V def2-TZVPD RIJCOSX def2/J DEFGRID3
* xyz -1 2
Cu 1.0723 -0.1125 -0.9332
C -1.9669 1.9817 3.5668
N -2.1277 2.7351 2.3451
C -2.0995 4.1745 2.5300
C -1.7695 2.1170 1.1502
N -1.4015 0.9208 0.9907
N -1.9493 2.9505 0.0095
C -1.1124 2.7900 -1.1041
N -1.7645 3.0464 -2.3122
N 0.0953 2.4679 -0.9582
H -2.5532 2.4585 4.3529
H -0.9191 1.9351 3.8895
H -2.3332 0.9644 3.4341
H -3.0044 4.4999 3.0517
H -2.0409 4.6738 1.5706
H -1.2300 4.4771 3.1267
H -1.1806 0.3949 1.8280
H -2.9191 3.1123 -0.2151
H -2.4971 3.7361 -2.2977
H -1.1348 3.1441 -3.0933
H 0.6109 2.3536 -1.8374
C 3.0451 1.9507 0.8285
C 2.4538 0.8376 1.6374
C 2.7454 0.7076 2.9829
C 2.1948 -0.3744 3.6865
C 1.3825 -1.2641 3.0436
C 1.1093 -1.1077 1.6450
N 1.6633 -0.0398 0.9946
N 0.3411 -1.8823 0.9088
Si -0.4915 -3.3162 1.2040
C -2.0731 -3.3102 0.1627
C -1.1157 -3.6860 2.9792
C 0.5308 -4.8526 0.7443
H 3.5731 2.6619 1.4642
H 2.2519 2.4554 0.2806
H 3.7398 1.5377 0.0939
H 3.3870 1.4256 3.4758
H 2.4224 -0.5073 4.7392
H 0.9389 -2.1033 3.5619
H -2.8614 -2.7569 0.6802
H -2.4386 -4.3251 -0.0208
H -1.9141 -2.8273 -0.8019
H -1.4719 -2.7692 3.4596
H -0.3316 -4.1096 3.6132
H -1.9493 -4.3927 2.9657
H 0.8887 -4.7739 -0.2855
H -0.0575 -5.7706 0.8293
H 1.4065 -4.9550 1.3908
C -0.3751 -0.0839 -4.4207
Si -0.3586 -0.8135 -2.6392
C -0.0069 -2.6695 -3.0144
C -2.2072 -0.6839 -2.1262
H -0.8833 -0.7532 -5.1204
H 0.6425 0.0791 -4.7838
H -0.8776 0.8867 -4.4451
H -0.7275 -3.0825 -3.7260
H -0.0402 -3.2657 -2.0998
H 0.9939 -2.7746 -3.4418
H -2.8268 -1.3632 -2.7200
H -2.5675 0.3373 -2.2729
H -2.3322 -0.9302 -1.0697
C 4.0536 1.1368 -3.6952
C 2.7388 1.1364 -2.9062
O 1.8739 1.9726 -3.1995
O 2.6733 0.2348 -2.0068
H 4.2063 2.1041 -4.1689
H 3.9914 0.3666 -4.4661
H 4.8851 0.8924 -3.0359
*
```

These are the natural (NBO) partial charges, in e, on atoms 1 to 5: 1.07, -0.41, -0.45, -0.40, 0.59

***

No. 3
# C32H26BrF12GeNO4S3Tc

A molecular structure, C32H26BrF12GeNO4S3Tc in a non-equilibrium geometry (ωB97M-V with the def2-TZVPD basis set, the OMol25 dataset).

Computed properties:
Orbital gap (spin up / spin down), eV: 6.037 / 6.054
Energy above the lowest of the compared OMol25 structures with the same formula, charge and spin, kJ/mol: 20.6
DFT total energy, hartree: -8715.6120
E_LUMO (spin up / spin down), eV: 1.40 / 1.42

```
! wB97M-V def2-TZVPD RIJCOSX def2/J DEFGRID3
* xyz -1 1
Tc 0.0429 0.0938 0.0958
C -5.1809 -1.2372 4.8388
C -3.9597 -1.2904 3.9600
C -3.2469 -2.4661 3.7549
C -2.1392 -2.4992 2.9415
C -1.6586 -1.3639 2.2393
N -0.6083 -1.4510 1.3591
C -0.0298 -2.6902 1.0348
C -0.7734 -3.7856 0.5887
C -0.1743 -4.9629 0.1872
C 1.2071 -5.1028 0.2029
C 1.8804 -6.3677 -0.2575
C 1.9579 -4.0146 0.6230
C 1.3688 -2.8212 1.0254
C 2.1913 -1.6074 1.4350
O 1.7587 -0.4271 0.8412
C 2.2235 -1.5022 2.9910
F 2.7651 -0.3512 3.4003
F 1.0286 -1.6124 3.5551
F 2.9684 -2.4927 3.5107
C 3.6732 -1.6627 0.9404
F 4.4277 -2.6441 1.4588
F 3.7029 -1.8136 -0.3868
F 4.3061 -0.5195 1.2159
C -2.2880 -0.1387 2.5864
C -3.4304 -0.1504 3.3898
C -1.6681 1.2211 2.2928
O -0.8115 1.3387 1.2117
C -2.7536 2.3221 2.0052
F -3.7298 1.8502 1.2294
F -3.3301 2.7995 3.1256
F -2.2366 3.3773 1.3825
C -0.8325 1.6901 3.5197
F -0.5033 2.9865 3.4251
F -1.4808 1.5379 4.6787
F 0.3003 1.0030 3.5946
H -5.7246 -2.1823 4.8116
H -5.8627 -0.4493 4.5182
H -4.9175 -1.0400 5.8809
H -3.5616 -3.3813 4.2452
H -1.6029 -3.4284 2.8545
H -1.8478 -3.6944 0.5291
H -0.7939 -5.7793 -0.1664
H 1.1598 -7.1780 -0.3633
H 2.6484 -6.6870 0.4488
H 2.3645 -6.2247 -1.2261
H 3.0336 -4.1138 0.6239
H -3.9173 0.7842 3.6263
S -1.4355 2.6371 -3.5443
C -1.1320 1.7940 -2.1937
S 0.3426 2.1800 -1.1696
S -2.0000 0.6035 -1.3646
C 2.0252 1.4794 -4.4851
Ge 2.4739 0.3462 -2.9655
C 4.2975 0.9079 -2.4211
C 2.6398 -1.5558 -3.3839
C 1.5174 0.9465 -1.3090
H 2.7678 1.3216 -5.2686
H 2.0558 2.5281 -4.1880
H 1.0340 1.2485 -4.8646
H 4.9003 1.1138 -3.3073
H 4.7856 0.1192 -1.8484
H 4.2820 1.8112 -1.8098
H 3.6957 -1.8000 -3.4991
H 2.1097 -1.7786 -4.3065
H 2.2236 -2.1621 -2.5838
H 2.3048 1.2534 -0.6168
Br -3.3918 -6.4132 -4.5262
C -2.4426 -4.8835 -3.9144
C -2.6931 -4.3974 -2.6430
C -1.9811 -3.2933 -2.1994
C -1.0523 -2.6760 -3.0244
C -0.8383 -3.1630 -4.3068
C -1.5219 -4.2816 -4.7566
C -0.3150 -1.4537 -2.5536
O -0.0344 -0.5823 -3.3628
O -0.0541 -1.4568 -1.2927
H -3.4284 -4.8748 -2.0108
H -2.1504 -2.8906 -1.2106
H -0.1337 -2.6534 -4.9506
H -1.3503 -4.6762 -5.7479
*
```

These are the Mulliken partial charges, in e, on atoms 1 to 5: -0.63, -1.64, 0.27, -1.29, -0.49

***

No. 4
# C23H51BBr4ClN7O3PS

3 unconnected molecules or ions with the total composition C23H51BBr4ClN7O3PS in a non-equilibrium geometry (ωB97M-V with the def2-TZVPD basis set, the OMol25 dataset).

Computed properties:
Orbital gap, eV: 8.561
DFT total energy, hartree: -13036.3382
E_LUMO, eV: -2.84

```
! wB97M-V def2-TZVPD RIJCOSX def2/J DEFGRID3
* xyz 1 1
C 4.9208 3.1836 2.9443
C 4.8063 1.7125 3.5364
C 4.9153 0.6659 2.3212
C 3.4497 0.5777 1.6798
N 3.2804 -0.6535 0.8638
N 2.1855 -0.5510 -0.0172
B 2.6396 -0.5234 -1.4637
O 3.2094 0.6910 -1.9603
N 2.6519 -1.6696 -2.3930
C 1.4085 -2.4898 -2.3231
C 3.7633 -2.5811 -2.0042
C 0.9299 -0.5034 0.3899
N 0.4891 -0.6521 1.7777
P 1.3044 -1.9564 2.7133
O 0.6003 -3.4573 2.2486
Cl 0.9384 -1.6224 4.7949
C -0.9852 -0.4957 1.9598
C -1.1187 0.8860 2.7260
S -1.9832 -1.7177 2.9308
C -1.4159 -0.6276 0.4175
C -2.7435 0.2240 0.3591
C -3.7708 -0.0856 -0.8069
C -4.9222 1.0237 -0.7067
C -4.4655 2.4651 -1.1673
O -5.6591 3.2985 -1.1524
C -1.8428 -2.1098 -0.0026
N -1.7136 -2.3875 -1.4545
C -2.8116 -3.2856 -1.9486
N -0.2300 -0.3328 -0.4111
C -0.3456 0.7071 -1.4376
C 0.2765 2.1256 -1.1428
C -0.0987 3.0786 0.0615
N 1.1340 2.6465 -1.9723
H 4.1574 3.3205 2.1266
H 5.9489 3.3443 2.4930
H 4.6956 3.9154 3.7715
H 5.6296 1.4836 4.2710
H 3.8031 1.6474 4.0539
H 5.6469 1.0397 1.5424
H 5.2184 -0.3522 2.7118
H 2.7122 0.5779 2.5338
H 3.2288 1.4878 1.0471
H 4.1342 -0.8866 0.3508
H 3.4075 1.2506 -1.1826
H 1.3822 -3.1093 -3.2764
H 0.4996 -1.8335 -2.3474
H 1.4265 -3.2334 -1.4750
H 4.7657 -2.0799 -1.8826
H 3.8934 -3.3528 -2.8248
H 3.5773 -3.1705 -1.0576
H 0.3424 -3.9417 3.0612
H -0.2909 1.5847 2.3991
H -0.8830 0.6542 3.8150
H -2.1355 1.3560 2.7317
H -3.1033 -1.0541 3.3855
H -3.3531 0.2224 1.3146
H -2.4433 1.3160 0.2237
H -4.2926 -1.0785 -0.6796
H -3.3455 -0.0477 -1.8479
H -5.7375 0.6917 -1.4081
H -5.3538 1.0308 0.3409
H -3.7262 2.9423 -0.4572
H -4.1008 2.4124 -2.2321
H -5.6004 3.7740 -0.2995
H -1.1559 -2.8525 0.5219
H -2.8836 -2.3896 0.3548
H -1.8342 -1.5331 -2.0149
H -3.2778 -3.9033 -1.1331
H -2.3474 -3.9786 -2.7154
H -3.6406 -2.6803 -2.4207
H 0.1847 0.3187 -2.3721
H -1.3913 0.8960 -1.8294
H -0.9144 2.6924 0.7236
H 0.8166 3.4361 0.6261
H -0.5170 4.0155 -0.4289
H 1.3180 1.9981 -2.7483
Br 5.1905 -6.1591 -4.9992
C 5.3287 -6.9708 -3.2336
C 3.9834 -7.4353 -2.7373
Br 2.9042 -5.9361 -2.1147
H 5.7957 -6.2350 -2.5819
H 6.0034 -7.8173 -3.3612
H 4.0974 -8.0841 -1.8689
H 3.3997 -7.9521 -3.4964
Br -5.5529 4.9683 1.8370
C -5.8705 6.8757 1.5804
C -6.7646 7.1290 0.3938
Br -5.7898 6.9301 -1.2806
H -4.8953 7.3500 1.4919
H -6.3497 7.2088 2.5010
H -7.1204 8.1592 0.3957
H -7.6177 6.4548 0.3469
*
```

These are the Mulliken partial charges, in e, on atoms 1 to 5: -0.96, -0.48, -0.66, -0.01, -0.61